Record 1
A structure of composition C12H17N3O6PRuS5. Source: OMol25; level of theory: ωB97M-V/def2-TZVPD.

Output
multiplicity: 2
net charge: -2
relative energy (zero: lowest compared OMol25 entry of this formula, charge and spin): 0.277 eV
orbital gap (spin up / spin down): 6.2 / 6.1 eV
largest force on an atom: 0.66 eV/Å

Geometry as XYZ:
```
45
Properties=species:S:1:pos:R:3:forces:R:3
Ru 0.59296 0.79225 -0.81004 0.164 -0.529 0.364
N 3.17462 -2.23520 0.96482 -0.041 -0.041 -0.019
C 2.34250 -1.13956 0.73593 0.011 -0.005 -0.007
S 0.70879 -1.45530 0.22399 0.021 -0.185 -0.010
N 2.84260 0.03172 0.93707 0.099 0.051 0.004
N 1.85045 1.00316 0.76131 0.054 0.372 0.028
C 1.75210 1.89256 1.66963 -0.111 -0.125 0.062
C 0.57637 2.71800 1.87225 0.083 0.027 -0.033
C 0.66721 3.77532 2.77737 -0.006 0.032 0.002
C -0.43162 4.52721 3.13370 0.005 -0.008 -0.005
C -1.66778 4.20255 2.56935 0.007 -0.005 -0.003
C -1.78925 3.16081 1.67890 0.011 -0.028 0.024
C -0.67277 2.38938 1.28530 0.107 -0.058 0.057
O -0.85731 1.40548 0.44822 -0.144 0.284 -0.082
H 2.94423 -3.00199 0.35207 0.018 0.000 -0.014
H 4.14984 -1.97510 0.91619 0.003 0.022 0.028
H 2.55172 1.93803 2.40507 -0.032 -0.031 0.050
H 1.64637 4.01460 3.17843 -0.004 -0.002 0.008
H -0.33340 5.36437 3.81343 -0.002 0.004 -0.002
H -2.54553 4.78862 2.82367 -0.005 0.001 -0.003
H -2.74013 2.91586 1.22190 -0.006 0.000 0.005
C 2.27881 1.39221 -5.87241 0.023 0.013 -0.011
C 0.91251 1.36246 -5.22561 -0.100 0.067 0.038
O 0.51042 0.00046 -4.99246 0.258 -0.246 -0.042
P 0.55182 -0.62530 -3.50049 0.118 0.081 -0.266
S -1.03937 -0.05971 -2.48180 -0.494 0.229 -0.004
S 2.17019 -0.19476 -2.46486 0.222 -0.209 -0.198
O 0.52476 -2.17861 -3.93160 -0.019 0.024 0.028
C -0.68673 -2.72455 -4.45876 -0.042 -0.024 0.008
C -1.21540 -3.77194 -3.50277 -0.002 -0.009 0.003
H 2.58357 2.42696 -6.04245 -0.011 0.004 0.009
H 2.27357 0.86362 -6.82889 -0.006 -0.019 0.011
H 3.00929 0.92603 -5.21108 -0.008 0.016 0.006
H 0.15184 1.79452 -5.87879 -0.001 -0.007 -0.005
H 0.91531 1.92856 -4.29354 0.008 -0.010 0.032
H -0.45030 -3.15169 -5.43684 0.022 -0.006 0.007
H -1.42700 -1.93524 -4.60860 -0.001 0.002 0.010
H -0.46368 -4.54433 -3.33373 0.000 0.002 -0.001
H -2.11734 -4.23964 -3.90659 -0.002 0.010 -0.003
H -1.45137 -3.30664 -2.54599 0.006 0.004 0.003
O 0.55460 5.03916 -0.16521 -0.073 -0.012 -0.022
S 1.73246 4.48282 -0.80853 0.250 0.059 -0.061
O 2.78136 4.07515 0.12312 -0.066 -0.010 0.006
O 2.22331 5.28083 -1.92823 -0.023 -0.021 0.061
S 1.12090 2.72479 -1.86333 -0.290 0.293 -0.064
```
Positions in Å, forces in eV/Å.

=====

Record 2
A structure of composition B4H16Mn in a non-equilibrium geometry. Source: OMol25; level of theory: ωB97M-V/def2-TZVPD.

Output
multiplicity: 6
net charge: -2
relative energy (zero: lowest compared OMol25 entry of this formula, charge and spin): 0.000 eV
orbital gap (spin up / spin down): 6.5 / 8.0 eV
largest force on an atom: 4.36 eV/Å

Geometry as XYZ:
```
21
Properties=species:S:1:pos:R:3:forces:R:3
Mn -0.19226 -0.05511 -0.07838 1.322 0.962 0.380
B -1.47533 0.14960 1.55967 -1.061 -0.010 1.604
H -1.71528 0.67004 0.64544 -1.338 2.133 -3.565
H -0.52315 0.51020 1.91683 3.405 1.466 1.640
H -2.30632 0.44616 2.18077 -3.026 0.874 2.710
H -1.41623 -0.91046 1.36726 -0.192 -3.917 -0.255
B -0.16606 1.77196 -1.41786 -0.120 1.005 -0.471
H -0.35653 0.74094 -1.67272 -0.401 -3.719 -1.755
H -1.09712 2.22670 -1.71881 -3.652 2.253 -0.790
H 0.12630 1.88594 -0.38549 0.577 0.941 3.893
H 0.66475 2.17140 -1.97861 3.217 1.319 -2.434
B -0.29873 -1.91655 -0.92672 -0.138 -2.191 -0.910
H -0.20980 -2.87447 -1.41531 0.110 -3.919 -1.449
H -1.27637 -1.49938 -1.11230 -3.894 1.608 -1.093
H -0.17554 -1.91835 0.14523 0.672 -1.124 3.639
H 0.48172 -1.35363 -1.41482 2.934 2.267 -1.837
B 1.99628 -0.03011 0.85030 0.411 0.030 0.460
H 1.33012 -0.87160 0.96153 -1.767 -3.564 0.844
H 3.04921 -0.24712 0.75820 4.042 -1.371 -0.774
H 1.64803 0.52922 -0.00416 -0.604 2.404 -3.285
H 1.91240 0.57456 1.74001 -0.496 2.553 3.445
```
Positions in Å, forces in eV/Å.

=====

Record 3
The molecule C2H6N2O in a non-equilibrium geometry. Source: OMol25; level of theory: ωB97M-V/def2-TZVPD.

Output
relative energy (zero: lowest compared OMol25 entry of this formula, charge and spin): 5.427 eV
orbital gap: 8.8 eV
largest force on an atom: 14.03 eV/Å
SMILES string: CO/C=N\N

Geometry as XYZ:
```
11
Properties=species:S:1:pos:R:3:forces:R:3
C -1.69403 -0.06831 -0.03980 0.092 -4.778 4.321
C 0.35457 0.72089 -0.11501 5.899 12.726 0.469
H -1.63561 0.21644 1.14790 -0.938 0.501 -3.298
H -2.10928 -1.21931 0.16623 1.033 2.896 -1.158
H -2.27723 0.37139 -0.84443 0.162 0.640 0.501
H -0.31898 1.68779 -0.25495 2.254 -0.989 0.950
H 2.89403 -0.57500 0.64270 -2.653 -0.627 -3.277
H 1.31107 -1.09987 -0.02157 0.352 -1.604 0.324
N 1.64739 0.73197 -0.07890 -2.258 2.377 0.148
N 2.11231 -0.53676 -0.23677 4.198 -0.816 3.344
O -0.28425 -0.22924 -0.36539 -8.141 -10.325 -2.324
```
Positions in Å, forces in eV/Å.

=====

Record 4
A structure of composition C2H3N3O3 in a non-equilibrium geometry. Source: OMol25; level of theory: ωB97M-V/def2-TZVPD.

Output
relative energy (zero: lowest compared OMol25 entry of this formula, charge and spin): 3.565 eV
orbital gap: 9.6 eV
largest force on an atom: 6.70 eV/Å

Geometry as XYZ:
```
11
Properties=species:S:1:pos:R:3:forces:R:3
C 0.34167 -0.42446 -0.66645 -4.462 -1.734 -1.470
C -1.32911 0.82715 0.26583 1.916 -1.839 -3.758
H 0.36677 -2.09956 -2.24125 1.548 3.309 3.922
H 1.79438 -1.51931 -1.36980 4.240 -0.327 0.048
H 0.81634 1.29007 2.68234 -5.290 -1.791 -1.801
N 0.86252 -1.46104 -1.34844 -4.890 -2.530 -3.825
N 0.93925 0.23425 0.22844 -0.809 1.737 1.747
N -0.08146 1.14221 0.82094 0.614 -1.717 0.636
O -0.29218 0.89989 2.27803 6.057 1.933 0.196
O -2.32917 1.38157 0.23906 -2.546 1.008 0.960
O -1.08900 -0.27076 -0.88871 3.621 1.950 3.345
```
Positions in Å, forces in eV/Å.

=====

Record 5
A cluster of 5 separate species, C4H21N2O4 in total in a non-equilibrium geometry. Source: OMol25; level of theory: ωB97M-V/def2-TZVPD.

Output
net charge: +1
relative energy (zero: lowest compared OMol25 entry of this formula, charge and spin): 1.597 eV
orbital gap: 9.9 eV
largest force on an atom: 2.82 eV/Å

Geometry as XYZ:
```
31
Properties=species:S:1:pos:R:3:forces:R:3
C 0.16423 -0.95229 -2.03471 0.433 1.515 -0.350
C 0.26670 -0.92077 -0.52086 -2.699 -0.524 -0.624
C 0.66366 0.38192 0.21060 1.228 -1.867 -0.514
C 0.78417 1.56932 -0.72337 -0.100 1.344 0.696
N -0.48265 2.33868 -0.63553 -0.106 0.116 -0.362
N -1.21279 -1.19027 -0.02879 0.264 -0.994 -0.083
H 1.15500 -0.84486 -2.48327 0.005 -0.574 0.040
H -0.39507 -1.80216 -2.41671 0.356 -0.286 0.095
H -0.34387 -0.05910 -2.40133 -0.339 -0.097 0.119
H 0.76519 -1.84133 -0.23642 0.421 0.297 0.528
H 0.04064 0.58044 1.07869 -0.616 0.260 -0.461
H 1.54038 0.03013 0.74208 0.959 0.787 -0.472
H 1.02907 1.39474 -1.76662 -0.054 -0.698 0.078
H 1.61803 2.20070 -0.41650 -0.028 0.037 0.324
H -0.92396 2.45559 -1.54082 0.111 -0.192 -0.029
H -1.10742 -1.86746 0.72472 -0.317 0.641 0.600
H -0.30508 3.28170 -0.32272 0.037 0.073 0.201
H -1.61371 -0.31156 0.28427 -0.107 -0.043 0.510
H -1.92341 -1.62852 -0.62746 0.619 0.348 -0.641
H 4.60144 0.44754 0.42725 -0.143 0.620 -1.030
H 4.06733 -0.78342 0.77164 -0.616 -0.686 -0.674
O 3.97851 -0.17716 0.01407 0.804 0.031 1.704
H 1.53347 -0.86696 2.96152 -0.007 0.267 -0.579
H 0.66979 -1.94319 3.40560 -0.339 -0.373 -0.393
O 0.81115 -1.40839 2.60755 0.210 -0.008 1.156
H -1.17305 -0.39094 2.85700 0.054 -0.067 -0.236
H -2.54096 0.20454 3.09091 -0.202 0.016 -0.187
O -2.01289 -0.22003 2.40441 0.148 0.081 0.519
H -3.40378 0.81288 -2.56007 0.079 -0.335 -0.075
H -3.24072 1.08521 -1.09798 0.140 -0.145 0.060
O -3.00939 0.42502 -1.76716 -0.196 0.456 0.081
```
Positions in Å, forces in eV/Å.

=====

Record 6
The molecule C21H14N6O3 in a non-equilibrium geometry. Source: OMol25; level of theory: ωB97M-V/def2-TZVPD.

Output
relative energy (zero: lowest compared OMol25 entry of this formula, charge and spin): 0.000 eV
orbital gap: 8.9 eV
largest force on an atom: 1.53 eV/Å
SMILES string: CC(=O)N1C(=O)[C@@]2(C(C#N)=C(N)Oc3n[nH]c(-c4ccccn4)c32)c2ccccc21

Geometry as XYZ:
```
44
Properties=species:S:1:pos:R:3:forces:R:3
C -1.61935 0.03261 -3.73323 -0.028 0.094 -0.300
C -0.36097 -0.53461 -3.15865 -0.302 0.303 -0.196
O 0.59214 -0.86167 -3.81774 0.090 -0.110 -0.032
N -0.34679 -0.68360 -1.76151 0.298 -0.223 -0.100
C -1.17533 -0.02980 -0.85778 -0.388 0.515 -0.003
O -2.02025 0.78360 -1.12179 0.064 -0.068 0.146
C -0.83904 -0.53773 0.55315 -0.048 -0.144 0.164
C -0.72239 0.55045 1.56292 -0.107 0.082 0.176
C 0.03416 1.71505 1.65875 -0.531 -0.356 0.493
N -0.35292 2.30715 2.81438 0.173 -0.333 -0.538
N -1.29081 1.63444 3.46861 -0.750 -0.554 0.477
C -1.52478 0.57344 2.71818 1.038 1.037 -0.438
O -2.45481 -0.35199 3.05864 -0.333 -0.394 0.052
C -2.67791 -1.31925 2.13752 -0.076 -0.305 -0.125
C -1.99541 -1.44437 0.96769 0.291 0.923 0.635
C -2.34204 -2.44397 0.05389 -0.272 -0.415 -0.084
N -2.62024 -3.24238 -0.72631 -0.111 -0.283 -0.242
N -3.63524 -2.19394 2.54774 0.192 0.384 0.181
H -4.02253 -2.82661 1.86900 -0.008 -0.009 0.005
H -4.21950 -1.89797 3.31128 -0.051 -0.026 -0.057
H -0.00334 3.19179 3.14906 -0.060 -0.073 -0.023
C 1.02783 2.37599 0.83116 0.473 0.166 -0.499
N 1.29384 3.63485 1.19394 -0.307 -0.148 0.291
C 2.16204 4.32827 0.48685 0.252 0.197 -0.185
C 2.82220 3.82342 -0.62485 -0.051 -0.146 0.005
C 2.57010 2.51017 -0.98874 -0.010 0.139 0.062
C 1.66502 1.76855 -0.24958 -0.147 0.139 0.195
H 1.47795 0.73778 -0.49195 -0.006 -0.130 -0.025
H 3.07082 2.06399 -1.83533 0.036 -0.036 -0.058
H 3.51544 4.43542 -1.17942 0.056 0.070 -0.026
H 2.33395 5.34049 0.82954 0.082 0.083 -0.059
C 0.38618 -1.37239 0.30850 0.101 0.014 -0.396
C 1.18831 -2.04011 1.20637 -0.031 0.066 -0.158
C 2.23272 -2.80791 0.70960 0.056 -0.051 0.136
C 2.44350 -2.90680 -0.65520 -0.021 0.001 0.041
C 1.63654 -2.23832 -1.56655 0.046 -0.021 -0.221
C 0.60692 -1.46489 -1.06673 0.295 -0.233 0.508
H 1.81038 -2.31786 -2.62583 0.019 0.008 -0.008
H 3.25339 -3.51620 -1.02606 0.074 -0.053 -0.037
H 2.87953 -3.33551 1.39362 0.070 -0.055 0.053
H 1.00565 -1.96339 2.26785 -0.030 0.011 0.123
H -1.56368 -0.02785 -4.81695 0.076 -0.063 0.019
H -2.48321 -0.51840 -3.36770 -0.069 0.035 0.049
H -1.73803 1.07008 -3.42634 -0.045 -0.037 0.000
```
Positions in Å, forces in eV/Å.

=====

Record 7
A structure of composition C8H14O9Zn in a non-equilibrium geometry. Source: OMol25; level of theory: ωB97M-V/def2-TZVPD.

Output
net charge: -2
relative energy (zero: lowest compared OMol25 entry of this formula, charge and spin): 2.014 eV
orbital gap: 5.5 eV
largest force on an atom: 5.62 eV/Å

Geometry as XYZ:
```
32
Properties=species:S:1:pos:R:3:forces:R:3
Zn -0.09287 -0.13203 0.17818 -1.237 0.300 -2.194
C -3.32660 0.02096 2.72154 0.778 0.377 -0.358
C -3.00159 -0.58101 1.31797 -2.249 -0.929 -1.695
O -2.09810 -0.15476 0.58418 1.950 1.696 0.825
O -3.77651 -1.43448 0.85052 -1.027 -0.571 1.530
H -2.63619 -0.46963 3.40766 -0.105 0.039 0.378
H -4.35470 -0.03758 3.07887 -0.003 -0.734 -0.329
H -3.12967 1.09291 2.73719 0.455 0.132 -0.132
C 1.82495 3.52020 0.40027 -0.280 0.846 0.106
C 0.90831 2.88007 -0.60198 -0.596 -1.517 -5.137
O 0.29352 1.81159 -0.30202 0.087 0.362 1.576
O 0.90184 3.27856 -1.83621 0.637 0.567 3.647
H 2.83808 3.42174 0.01043 0.076 -0.239 0.322
H 1.66874 3.12265 1.40308 0.326 -0.170 -0.060
H 1.61869 4.59045 0.41152 0.001 0.171 0.063
C -0.02977 -0.91350 -4.28423 -0.470 0.863 0.940
C -0.54329 -0.16302 -2.97962 -0.220 1.587 0.693
O -0.79213 1.04149 -2.96510 -0.122 0.686 -2.674
O -0.62450 -0.77047 -1.89328 0.870 -3.006 1.271
H -0.69975 -0.76683 -5.13143 -0.286 -0.027 0.111
H 0.12610 -1.97513 -4.09254 0.157 0.090 -0.028
H 0.87797 -0.37299 -4.55249 0.281 -0.303 0.030
C 2.49913 -3.23722 0.64136 -1.401 0.922 -0.076
C 1.48292 -2.04535 0.30720 -0.630 -3.540 2.564
O 0.29238 -2.12839 0.67671 -1.270 -1.790 0.813
O 1.87812 -0.98249 -0.05165 3.445 3.886 -2.149
H 3.10472 -2.84515 1.45846 0.553 0.174 -0.401
H 3.05298 -3.54920 -0.24409 0.217 0.145 0.239
H 1.99226 -4.08077 1.10998 -0.325 -0.063 -0.454
O 0.06173 0.53798 2.19390 0.694 0.217 1.006
H -0.45788 1.30004 2.44980 -0.311 0.297 -0.445
H 0.14111 0.02138 2.99580 0.005 -0.469 0.018
```
Positions in Å, forces in eV/Å.

=====

Record 8
A structure of composition C28H24CrNO3 in a non-equilibrium geometry. Source: OMol25; level of theory: ωB97M-V/def2-TZVPD.

Output
multiplicity: 4
net charge: +2
relative energy (zero: lowest compared OMol25 entry of this formula, charge and spin): 2.835 eV
orbital gap (spin up / spin down): 6.7 / 5.7 eV
largest force on an atom: 8.15 eV/Å

Geometry as XYZ:
```
57
Properties=species:S:1:pos:R:3:forces:R:3
O 4.52481 0.33761 2.18624 -0.861 -0.864 -3.957
C 4.33062 0.22257 1.04340 1.762 2.563 7.538
Cr 3.92172 -0.28219 -0.77352 0.297 -3.157 0.146
C 2.61443 -1.31091 0.03683 -4.480 -3.464 3.093
O 1.82967 -1.96485 0.62957 2.986 2.573 -2.406
C 5.04291 -1.78063 -0.40941 3.532 -6.005 2.001
O 5.61066 -2.74119 -0.03511 -2.476 4.498 -1.878
C 5.25577 0.68808 -2.19506 0.779 0.285 -0.355
C 4.58592 1.68219 -1.46379 -0.240 1.557 -0.486
C 3.18910 1.62975 -1.33657 -0.105 2.225 -0.481
C 2.43510 0.65480 -2.00656 -1.755 -0.009 0.529
C 0.98765 0.55190 -1.70562 -0.811 -0.519 1.568
C -0.04680 0.34265 -1.07405 1.501 0.018 -1.095
C -1.27371 -0.02256 -0.27945 -0.435 -0.685 -2.238
C -1.68313 -1.47768 -0.55597 -0.251 0.437 -0.452
C -1.17315 -2.32737 -1.54710 0.230 -0.990 0.453
C -1.54209 -3.69814 -1.52493 -0.449 0.609 0.395
C -2.48534 -4.16829 -0.59626 0.243 0.496 0.066
C -3.07751 -3.26513 0.29759 0.024 0.036 -0.222
C -2.70677 -1.92334 0.26601 -0.097 -0.594 0.781
C -2.38339 1.04613 -0.56787 0.145 -0.726 -1.569
C -2.01687 2.34399 -0.96820 -0.321 0.639 0.825
C -2.90127 3.40570 -0.72094 -0.005 -0.266 -0.364
C -4.21105 3.14062 -0.30416 0.190 -0.769 0.047
C -4.66585 1.80768 -0.30270 1.269 0.333 -0.488
C -3.75372 0.75157 -0.54418 -0.700 0.694 0.873
C 3.12604 -0.35419 -2.71184 -0.869 -0.559 -1.864
C 4.51350 -0.30665 -2.84733 0.605 -0.098 -1.810
H 6.35206 0.69309 -2.24657 -0.562 -0.048 -0.040
H 5.14303 2.46238 -0.94825 -0.098 -0.251 -0.064
H 2.65907 2.33478 -0.69244 0.243 -0.073 -0.339
H -0.44917 -2.01233 -2.30357 -0.207 0.117 0.416
H -1.09488 -4.41521 -2.21118 -0.093 0.352 -0.010
H -2.75631 -5.22409 -0.56063 0.128 0.313 -0.064
H -3.80936 -3.58228 1.04228 0.118 -0.053 -0.393
H -3.19574 -1.20369 0.93214 0.290 -0.501 -0.016
H -1.03217 2.56866 -1.38122 -0.100 -0.122 0.525
H -2.55930 4.43924 -0.83645 -0.176 -0.441 -0.160
H -4.87902 3.95026 -0.03076 0.052 -0.094 -0.105
H -5.69977 1.59603 -0.10691 -0.283 -0.128 -0.132
H -4.15754 -0.25416 -0.68054 0.333 0.323 0.465
H 2.54918 -1.18457 -3.14115 0.357 0.452 0.090
H 5.02713 -1.08341 -3.43176 -0.257 0.383 0.392
C -0.64099 0.18250 3.70294 -0.098 -0.247 0.643
C -0.93415 1.55823 3.16569 -0.421 0.995 0.222
C -0.98724 1.47106 1.63029 0.388 1.450 1.962
N -0.75571 0.07190 1.21543 1.904 0.941 -0.015
C -0.67854 -0.78779 2.52982 0.441 -0.772 -0.205
H 0.30234 0.17011 4.25821 0.051 -0.235 -0.460
H -1.38162 -0.10543 4.44780 -0.095 -0.062 -0.128
H -1.90199 1.90124 3.56319 0.279 -0.057 -0.360
H -0.21125 2.30853 3.51456 -0.101 -0.299 -0.238
H -1.93572 1.89617 1.31573 0.265 -0.492 -0.157
H -0.16829 2.03450 1.20167 -0.157 0.462 -0.274
H 0.27003 0.02762 0.98948 -1.298 0.191 0.317
H 0.31215 -1.23675 2.43705 -0.465 -0.487 -0.036
H -1.43347 -1.55866 2.63614 -0.146 0.121 -0.488
```
Positions in Å, forces in eV/Å.